[1]
{"formula": "C3H8N", "method": "ωB97M-V/def2-TZVPD", "species": ["C", "C", "N", "C", "H", "H", "H", "H", "H", "H", "H", "H"], "coordinates": [[2.0580, 0.1007, 0.0310], [0.4875, -0.1010, 0.1263], [-0.6602, 0.5013, -0.1357], [-1.9268, -0.1156, 0.0496], [2.4776, -0.0746, -0.8755], [2.1036, 1.2398, 0.1476], [2.5579, -0.4380, 0.8350], [0.0392, -1.0846, 0.4444], [-0.6917, 1.4583, -0.3877], [-2.5237, -0.1570, -0.7984], [-1.8612, -1.1413, 0.4857], [-2.4170, 0.5392, 0.7642]], "energy_ev": -4722.52890, "smiles": "C/C=[NH+]/C", "homo_lumo_gap_ev": 12.104, "lumo_ev": -5.051, "relative_energy_kcal_mol": 20.71, "total_charge": 1, "max_force_ev_per_a": 6.4}



[2]
{"formula": "C3H8N", "method": "ωB97M-V/def2-TZVPD", "species": ["C", "N", "C", "C", "H", "H", "H", "H", "H", "H", "H", "H"], "coordinates": [[1.8448, 0.4130, -0.4772], [0.5976, 0.5980, -0.4071], [-0.4643, -0.4760, -0.3718], [-1.3496, -0.2600, 0.8007], [2.5958, 1.1904, -0.4315], [2.1682, -0.6178, -0.5754], [0.2185, 1.5481, -0.3393], [0.1417, -1.3790, -0.2978], [-0.9407, -0.4408, -1.3421], [-0.7458, -0.1248, 1.7004], [-2.0154, 0.6015, 0.7094], [-2.0507, -1.0526, 1.0317]], "energy_ev": -4723.32967, "smiles": "C=[NH+]CC", "homo_lumo_gap_ev": 12.030, "lumo_ev": -5.214, "relative_energy_kcal_mol": 2.25, "total_charge": 1, "max_force_ev_per_a": 1.5}



[3]
{"formula": "C3H8N", "method": "ωB97M-V/def2-TZVPD", "species": ["C", "N", "C", "C", "H", "H", "H", "H", "H", "H", "H", "H"], "coordinates": [[-1.0693, -1.6017, 0.0834], [-0.6113, -0.5950, -0.5219], [-0.1914, 0.7571, 0.1621], [1.2082, 0.9462, 0.0339], [-1.4198, -2.5344, -0.4411], [-1.0494, -1.7013, 1.2056], [-0.4737, -0.4928, -1.5232], [-0.5968, 0.7020, 1.1817], [-0.8992, 1.4754, -0.3354], [1.7750, 0.3995, 0.8520], [1.6699, 0.6045, -0.8600], [1.6578, 2.0404, 0.1629]], "energy_ev": -4722.69133, "smiles": "C=[NH+]CC", "homo_lumo_gap_ev": 11.468, "lumo_ev": -5.148, "relative_energy_kcal_mol": 16.97, "total_charge": 1, "max_force_ev_per_a": 6.0}



[4]
{"formula": "C3H8N2", "method": "ωB97M-V/def2-TZVPD", "species": ["C", "C", "C", "N", "N", "H", "H", "H", "H", "H", "H", "H", "H"], "coordinates": [[1.5353, -0.8850, 0.0192], [0.2994, -0.0693, 0.0051], [-0.9615, -0.5791, -0.7156], [0.3679, 1.0597, 0.6136], [-0.7844, 1.8839, 0.6549], [2.3025, -0.3508, 0.6205], [1.3825, -1.9301, 0.3149], [1.9673, -0.9210, -1.0226], [-1.3193, 0.2048, -1.3761], [-1.7491, -0.7997, 0.0528], [-0.7078, -1.4736, -1.3205], [-0.7327, 2.5249, 1.4490], [-1.6000, 1.3352, 0.7049]], "energy_ev": -6219.85942, "smiles": "CC(C)=NN", "homo_lumo_gap_ev": 9.727, "lumo_ev": 1.052, "relative_energy_kcal_mol": 45.83, "max_force_ev_per_a": 1.9}



[5]
{"formula": "C3H8N2", "method": "ωB97M-V/def2-TZVPD", "species": ["C", "C", "C", "N", "N", "H", "H", "H", "H", "H", "H", "H", "H"], "coordinates": [[-0.0398, 1.5759, -0.0384], [-0.3405, 0.1980, 0.3656], [-1.4343, -0.6009, -0.3562], [1.9875, -0.0258, -0.1464], [0.9000, -0.5795, 0.1860], [0.0950, 2.4392, 0.6252], [0.8985, 1.3987, -0.6512], [-0.5845, 0.0565, 1.4503], [-1.1796, -0.9542, -1.3110], [-2.1944, 0.1833, -0.5047], [-1.7219, -1.4349, 0.1922], [2.8098, -0.6446, -0.0662], [0.8045, -1.6117, 0.2549]], "energy_ev": -6215.90265, "homo_lumo_gap_ev": [9.643, 6.805], "lumo_ev": [1.049, 0.089], "relative_energy_kcal_mol": 137.08, "max_force_ev_per_a": 4.1}



[6]
{"formula": "C3H8N2", "method": "ωB97M-V/def2-TZVPD", "species": ["C", "C", "N", "C", "N", "H", "H", "H", "H", "H", "H", "H", "H"], "coordinates": [[0.0443, 1.1390, -0.8080], [-0.1876, 1.0969, 0.6529], [-0.1984, -1.3654, -0.8969], [0.0314, -1.2450, 0.6812], [0.3952, -0.0442, 1.3161], [1.0751, 1.2136, -1.1222], [-0.7046, 1.5859, -1.4440], [-0.0557, -0.1679, -1.1326], [-1.2588, 1.1609, 0.9166], [0.2806, 2.0113, 1.0499], [0.7093, -1.7734, -1.1525], [-0.9381, -1.6045, 1.0972], [0.8073, -2.0072, 0.8425]], "energy_ev": -6214.70252, "homo_lumo_gap_ev": 5.648, "lumo_ev": -1.802, "relative_energy_kcal_mol": 164.75, "max_force_ev_per_a": 3.0}



[7]
{"formula": "C3H8N2", "method": "ωB97M-V/def2-TZVPD", "species": ["H", "N", "C", "N", "C", "C", "H", "H", "H", "H", "H", "H", "H"], "coordinates": [[2.3447, -1.2690, -0.6183], [2.3099, -0.3977, 0.1672], [1.2791, 0.3558, 0.2032], [0.1190, 0.2265, -0.5077], [-1.2224, 0.6577, -0.1025], [-1.9886, -0.6836, 0.2216], [1.2788, 1.1486, 1.0657], [0.2515, -0.5335, -1.1392], [-1.7233, 1.3966, -0.7944], [-1.0220, 1.2630, 0.9391], [-1.5555, -1.0588, 1.1665], [-2.0055, -1.3140, -0.6910], [-2.9792, -0.4144, 0.5218]], "energy_ev": -6219.41957, "smiles": "[H]/N=C\\NCC", "homo_lumo_gap_ev": 9.832, "lumo_ev": 1.035, "relative_energy_kcal_mol": 55.97, "max_force_ev_per_a": 4.1}



[8]
{"formula": "C3H8N2", "method": "ωB97M-V/def2-TZVPD", "species": ["H", "N", "C", "C", "N", "C", "H", "H", "H", "H", "H", "H", "H"], "coordinates": [[-1.8403, -1.5458, -0.3976], [-2.4916, -0.7904, -0.1758], [-1.9429, 0.3074, 0.0481], [-0.3225, 0.6785, -0.0325], [0.3822, -0.5363, 0.0752], [1.9466, -0.2565, -0.1032], [-2.5754, 1.1546, 0.3155], [-0.1570, 1.1332, -1.0144], [-0.1155, 1.4274, 0.7500], [0.2430, -0.9336, 1.0020], [2.3245, 0.5568, 0.5283], [2.0978, -0.0123, -1.1527], [2.4513, -1.1830, 0.1571]], "energy_ev": -6219.55489, "smiles": "[H]/N=C\\CNC", "homo_lumo_gap_ev": 10.428, "lumo_ev": 1.045, "relative_energy_kcal_mol": 52.85, "max_force_ev_per_a": 3.7}



[9]
{"formula": "C3H8N2", "method": "ωB97M-V/def2-TZVPD", "species": ["H", "N", "C", "N", "C", "C", "H", "H", "H", "H", "H", "H", "H"], "coordinates": [[-2.4819, 0.1179, -0.0316], [-2.0535, 0.6811, -0.7997], [-0.7738, 0.6822, -0.8005], [0.1179, 0.1210, 0.0337], [1.5252, 0.2272, -0.3934], [-0.3371, -0.8127, 1.0951], [-0.2911, 1.2194, -1.6882], [2.1577, -0.5462, 0.0776], [1.8889, 1.2693, -0.0683], [1.6424, 0.0726, -1.5086], [-0.8563, -0.2320, 1.7993], [0.5171, -1.2547, 1.5697], [-1.0555, -1.5451, 0.7149]], "energy_ev": -6219.99926, "smiles": "[H]/N=C\\N(C)C", "homo_lumo_gap_ev": 9.449, "lumo_ev": 0.835, "relative_energy_kcal_mol": 42.61, "max_force_ev_per_a": 2.1}



[10]
{"formula": "C3H8N2O", "method": "ωB97M-V/def2-TZVPD", "species": ["H", "N", "C", "C", "O", "N", "C", "H", "H", "H", "H", "H", "H", "H"], "coordinates": [[-0.0962, 2.4484, 0.2057], [0.5438, 1.6666, 0.0922], [-0.1062, 0.5723, -0.0463], [-1.6197, 0.4087, -0.2059], [-2.1288, -0.8913, 0.0825], [0.5150, -0.6377, -0.1045], [1.9606, -0.7165, -0.0008], [-2.1267, 1.2245, 0.3887], [-1.8417, 0.5418, -1.2671], [-2.0731, -0.9691, 1.0487], [-0.1018, -1.4540, -0.3130], [2.4889, 0.0992, -0.6804], [2.2643, -1.8092, -0.3090], [2.3214, -0.4836, 1.1091]], "energy_ev": -8267.63077, "smiles": "[H]/N=C(\\CO)NC", "homo_lumo_gap_ev": 9.584, "lumo_ev": 0.747, "relative_energy_kcal_mol": 39.09, "max_force_ev_per_a": 2.5}



[11]
{"formula": "C3H8N2O", "method": "ωB97M-V/def2-TZVPD", "species": ["H", "N", "C", "N", "C", "C", "O", "H", "H", "H", "H", "H", "H", "H"], "coordinates": [[-0.4327, -1.8615, 0.6414], [-1.1990, -1.2081, 0.5470], [-0.7972, -0.1487, -0.0288], [-1.6936, 0.8421, -0.3242], [0.6635, 0.1398, -0.4006], [1.3050, 1.2364, 0.4750], [1.4299, -1.0747, -0.2184], [-1.4618, 1.7986, -0.3966], [-2.6471, 0.5699, -0.0194], [0.6934, 0.4931, -1.4760], [2.3576, 1.4279, 0.1207], [1.4196, 0.8333, 1.5141], [0.6953, 2.1382, 0.5083], [1.1578, -1.6046, -0.9793]], "energy_ev": -8268.26658, "smiles": "[H]/N=C(/N)[C@@H](C)O", "homo_lumo_gap_ev": 10.079, "lumo_ev": 0.811, "relative_energy_kcal_mol": 24.43, "max_force_ev_per_a": 2.2}



[12]
{"formula": "C3H8N2O", "method": "ωB97M-V/def2-TZVPD", "species": ["C", "N", "C", "O", "N", "C", "H", "H", "H", "H", "H", "H", "H", "H"], "coordinates": [[0.5961, 0.8268, -2.3984], [0.5848, 1.1616, -0.8186], [-0.3450, 0.4773, 0.0988], [-1.5092, 0.7995, 0.0902], [0.2090, -0.4599, 0.9113], [-0.6534, -1.2741, 1.7603], [1.2319, -0.0745, -2.4285], [0.2898, 2.1316, -0.8696], [-0.4468, 0.4850, -2.5252], [1.5497, 1.1392, -0.4902], [1.1400, -0.8003, 0.7202], [-0.9799, -2.1914, 1.2553], [-0.1276, -1.5336, 2.6835], [-1.5394, -0.6872, 2.0108]], "energy_ev": -8265.65710, "homo_lumo_gap_ev": 7.416, "lumo_ev": 0.393, "relative_energy_kcal_mol": 84.61, "max_force_ev_per_a": 0.7}